[1]
{"formula": "C26H25BN5S2SbTc", "method": "ωB97M-V/def2-TZVPD", "elements": ["Sb", "Tc", "S", "S", "N", "N", "N", "N", "N", "C", "C", "C", "C", "C", "C", "C", "C", "C", "C", "C", "C", "C", "C", "C", "C", "C", "C", "C", "C", "C", "C", "C", "C", "C", "C", "B", "H", "H", "H", "H", "H", "H", "H", "H", "H", "H", "H", "H", "H", "H", "H", "H", "H", "H", "H", "H", "H", "H", "H", "H", "H"], "coordinates": [[2.036479, 2.582538, 1.276942], [-0.097854, 0.148050, -0.182645], [-1.265977, -1.152387, 1.406652], [-3.144731, -3.070483, -0.084609], [-1.075491, 0.883023, -1.732494], [-1.184903, -1.711631, -1.093932], [-0.939591, 1.806473, 0.829137], [1.559920, -0.462864, 1.133283], [1.634648, 0.972565, -1.345487], [-1.419493, 1.410246, -2.715970], [-1.803989, -2.026274, 0.017130], [3.545221, 2.412625, -2.771382], [3.218488, -1.088534, 3.272599], [1.476217, -2.833091, 0.443476], [-2.278743, 2.001791, 0.911418], [-0.096902, 2.749796, 1.317903], [-2.773872, 3.151507, 1.529198], [-3.409646, -3.615694, -4.074887], [2.975854, 1.279309, -3.295693], [3.186081, 2.785234, -1.477010], [1.456574, -0.674286, -3.156415], [-3.305517, 1.043885, 0.386603], [2.720745, -2.073074, 2.451575], [2.243676, 2.049209, -0.790975], [-1.588769, -2.100408, -3.557289], [-1.855409, -2.268260, -2.200546], [2.026200, 0.565899, -2.561726], [2.125994, 0.520929, 1.877320], [-2.926865, -3.088541, -1.814741], [-2.371054, -2.772357, -4.475633], [-0.561503, 3.899274, 1.920303], [2.945396, 0.237213, 2.949449], [-3.699816, -3.782687, -2.736292], [1.903663, -1.743745, 1.370868], [-1.929972, 4.109259, 2.038681], [-1.843127, 2.054394, -4.044364], [-3.046552, 2.040515, -4.043054], [3.839158, -1.334742, 4.123967], [0.884570, -3.585055, 0.967370], [2.367662, -3.330519, 0.056950], [0.139801, 4.632614, 2.296288], [-1.360462, 1.334158, -4.886067], [-2.319305, 5.000661, 2.512199], [0.902192, -2.472208, -0.404683], [-4.107838, 1.622781, -0.069750], [-2.941139, 0.341936, -0.352191], [-4.513500, -4.418154, -2.413624], [-0.812623, -1.445798, -3.908025], [-3.846834, 3.270448, 1.587513], [3.247642, 0.916588, -4.277607], [-4.001544, -4.129724, -4.819339], [-2.176383, -2.635084, -5.530430], [3.649794, 3.644064, -1.009780], [4.272067, 2.984686, -3.332207], [0.790403, -1.189733, -2.469748], [-1.374444, 3.161171, -4.030170], [2.260763, -1.357813, -3.431672], [-3.734616, 0.485862, 1.221895], [0.911126, -0.423263, -4.067133], [2.959902, -3.114534, 2.619473], [3.382954, 1.041831, 3.525786]], "atomic_forces_ev_per_a": [[0.0, 0.0, 0.0], [-0.2, -0.4, -0.6], [0.1, -0.1, 0.3], [0.1, 0.0, -0.1], [0.0, 0.2, 0.1], [0.0, 0.0, 0.1], [0.1, 0.2, 0.0], [0.0, 0.0, 0.0], [0.1, 0.0, 0.2], [0.0, -0.1, -0.1], [-0.1, 0.0, 0.1], [0.0, 0.0, 0.1], [0.0, 0.0, 0.0], [-0.1, 0.0, 0.0], [-0.2, 0.1, 0.0], [0.1, 0.1, 0.1], [0.1, 0.0, 0.0], [0.0, 0.0, 0.0], [0.0, 0.0, 0.1], [0.0, 0.0, 0.0], [0.0, 0.0, 0.0], [0.0, 0.0, 0.0], [0.0, 0.0, 0.0], [0.1, 0.1, 0.0], [0.0, 0.0, 0.0], [-0.1, -0.1, -0.1], [0.0, 0.0, -0.2], [-0.1, 0.0, 0.0], [0.0, 0.0, 0.0], [0.0, 0.0, 0.0], [0.0, 0.0, 0.0], [0.0, 0.0, 0.0], [0.0, 0.0, 0.0], [0.1, -0.1, 0.0], [0.0, -0.1, 0.0], [0.0, -0.1, 0.2], [-0.1, 0.0, 0.0], [0.0, 0.0, 0.0], [0.0, 0.0, 0.0], [0.0, 0.0, 0.0], [0.0, 0.0, 0.0], [0.0, -0.1, -0.1], [0.0, 0.0, 0.0], [0.0, 0.0, 0.0], [0.0, 0.0, 0.0], [0.0, 0.0, 0.0], [0.0, 0.0, 0.0], [0.0, 0.1, 0.0], [0.0, 0.0, 0.0], [0.0, 0.0, 0.0], [0.0, 0.0, 0.0], [0.0, 0.0, 0.0], [0.0, 0.0, 0.0], [0.0, 0.0, 0.0], [0.0, 0.0, 0.0], [0.1, 0.1, 0.0], [0.0, 0.0, 0.0], [0.0, 0.0, 0.0], [0.0, 0.0, 0.0], [0.0, 0.0, 0.0], [0.0, 0.0, 0.0]], "charge": 2, "lumo_ha": [-0.26751, -0.30501], "s_squared": 3.785, "homo_ev": [-14.06, -14.09], "relative_energy_ev": 0.000, "multiplicity": 4, "homo_lumo_gap_ev": [6.781, 5.788]}

[2]
{"formula": "C28H71ClN5O13", "method": "ωB97M-V/def2-TZVPD", "elements": ["Cl", "O", "O", "O", "O", "O", "O", "O", "O", "O", "O", "O", "O", "O", "N", "N", "N", "N", "N", "C", "C", "C", "C", "C", "C", "C", "C", "C", "C", "C", "C", "C", "C", "C", "C", "C", "C", "C", "C", "C", "C", "C", "C", "C", "C", "C", "C", "H", "H", "H", "H", "H", "H", "H", "H", "H", "H", "H", "H", "H", "H", "H", "H", "H", "H", "H", "H", "H", "H", "H", "H", "H", "H", "H", "H", "H", "H", "H", "H", "H", "H", "H", "H", "H", "H", "H", "H", "H", "H", "H", "H", "H", "H", "H", "H", "H", "H", "H", "H", "H", "H", "H", "H", "H", "H", "H", "H", "H", "H", "H", "H", "H", "H", "H", "H", "H", "H", "H"], "coordinates": [[0.810923, -0.024551, -1.123685], [-9.838147, -0.124070, 2.901706], [-0.072342, -0.778422, -0.273967], [-0.612815, -3.964808, 5.402855], [1.319403, -0.883822, -2.190907], [5.755387, -2.398435, 0.297681], [3.423530, 1.286825, -7.510636], [4.959466, -5.874778, -3.246449], [1.941713, 0.400942, -0.337767], [-1.075338, 5.494658, 3.459848], [0.114688, 1.075729, -1.726607], [-0.058000, 7.086353, -1.187138], [-4.668648, 0.588023, -0.915989], [-0.122225, -4.293420, 2.542072], [1.807391, -3.209302, 4.475308], [-6.916616, 0.694943, 0.760525], [2.946337, -0.154994, -5.232483], [1.118349, 5.421061, 0.516513], [3.928679, -3.902324, -1.367787], [0.298843, -2.940547, 2.421369], [0.955004, 4.885733, -0.860226], [-0.076086, 5.743464, -1.664364], [3.246286, -5.145113, -1.644159], [3.772936, 1.870393, -6.273886], [-0.339803, -2.620307, 5.694824], [6.450846, -1.345984, 0.927798], [3.996828, 2.029177, -8.566812], [-7.724230, 0.108073, 1.803345], [0.020389, 5.021539, 1.396720], [-4.698096, 1.493990, 0.131481], [-3.489683, -0.176774, -1.010307], [-1.202520, 7.846980, -1.503859], [-0.624282, -4.792383, 1.307262], [-1.990534, -4.214615, 5.592555], [4.435043, -2.008113, -0.020334], [2.995483, 1.322027, -5.096148], [1.142524, -2.279331, 5.459539], [3.521481, -3.228433, -0.124317], [1.672822, -2.712515, 3.062733], [3.560009, -5.742340, -3.023970], [5.284420, -6.605987, -4.412399], [-9.234762, 0.203620, 1.641834], [0.125700, 5.765153, 2.720562], [-0.890937, 5.841569, 4.835867], [3.661576, 1.588172, -3.750396], [-11.196376, -0.438342, 2.873412], [-5.605407, 1.043016, 1.312444], [5.010402, -7.659219, -4.320661], [3.497601, -3.306956, -2.076131], [3.648941, 2.961602, -6.331282], [3.517702, 3.015103, -8.571362], [6.009936, -1.042931, 1.885958], [4.039248, -1.364475, 0.772570], [-9.589590, -0.441445, 0.826820], [4.983842, -6.164885, -5.364496], [-9.708952, 1.176537, 1.469416], [-6.781581, 0.050210, -0.006749], [6.374965, -6.555054, -4.393924], [-0.462112, -2.314240, 2.892896], [-2.714180, 0.376112, -1.555583], [2.161684, -4.954410, -1.728384], [0.020693, 5.656356, -2.749006], [-2.978116, -0.280900, -0.044631], [3.528887, 2.677311, -3.598809], [-3.700435, 1.699977, 0.547492], [-1.397613, -4.169881, 0.844899], [6.427489, -0.481371, 0.260584], [3.415831, -5.967118, -0.946740], [-0.867990, 8.611017, -2.222645], [4.367430, -1.481082, -0.976177], [3.782438, -0.564105, -4.817826], [5.086766, 2.106262, -8.532355], [0.085525, 6.833890, 2.481597], [1.019625, 5.504540, 3.287799], [-0.879531, 5.422795, 0.904412], [-7.489512, -0.947855, 2.013353], [3.166990, -6.765832, -3.097791], [1.682231, -2.437558, 6.396741], [-11.281319, -1.451737, 2.453593], [-0.963188, -1.934295, 5.113039], [-1.013190, -5.791901, 1.495168], [3.151783, 1.030399, -2.974772], [-2.036954, 7.366770, -2.017701], [0.893532, 6.399303, 0.355138], [2.455750, -3.175702, 2.460416], [-0.000814, 3.939714, 1.525437], [-7.555474, 0.514107, 2.806076], [-5.087581, 0.141753, 1.667332], [3.713765, 1.539376, -9.499117], [3.638667, -3.873829, 0.747625], [-1.784745, 5.497811, 5.348992], [-2.597860, -3.818037, 4.769679], [-1.504465, 8.378699, -0.599526], [2.465964, -2.953021, -0.250480], [-4.917535, 2.523569, -0.174751], [0.255302, -4.811288, 0.650085], [2.781276, -2.926572, 4.602500], [-0.042403, 5.296800, 5.260216], [-11.753515, 0.255288, 2.228009], [-0.689375, 6.914199, 4.861470], [7.467583, -1.620405, 1.203155], [-3.512436, -1.182774, -1.424109], [4.843657, 1.697913, -6.081417], [1.296261, -1.212075, 5.267083], [0.364372, -2.612248, 1.380322], [1.993082, 4.831935, -1.192762], [1.940141, -1.649063, 2.995805], [-0.527984, -2.503362, 6.770422], [4.753578, 1.584376, -3.703863], [2.280700, -0.560426, -4.572263], [0.649661, 3.837923, -0.814847], [3.117881, -5.184385, -3.859717], [-2.182932, -5.286613, 5.566228], [-5.672786, 1.821406, 2.066220], [-1.062732, 5.307492, -1.475516], [-11.676516, -0.452137, 3.850004], [-2.275255, -3.763980, 6.548052], [1.988281, 1.740868, -5.074908]], "atomic_forces_ev_per_a": [[1.0, -1.1, -0.5], [0.9, -0.4, 0.9], [-0.5, -0.1, 0.1], [-0.3, -0.1, -0.2], [-0.2, 0.1, 0.2], [0.3, -0.2, 0.4], [0.2, 0.2, 0.0], [-0.4, 0.3, -0.2], [0.0, 0.6, 0.1], [0.8, -0.3, 0.6], [-0.1, 0.5, 0.2], [-0.2, -0.8, -0.4], [-0.8, -0.8, -0.6], [-0.4, 0.1, -0.4], [0.4, 2.2, -0.5], [-0.2, 0.6, 1.0], [-0.6, -0.8, 0.1], [-0.3, -0.1, -0.1], [-0.2, -0.3, -0.4], [0.4, 0.1, 0.4], [0.5, 0.2, 0.8], [-0.1, -1.0, 0.5], [-0.7, -0.7, -1.0], [0.5, 0.3, 0.2], [0.7, 0.1, 0.2], [-0.3, 0.3, 0.0], [-1.0, -0.2, -0.1], [-0.9, -0.6, 1.0], [0.0, 0.7, -0.4], [0.6, 1.5, 1.8], [2.3, 0.6, 0.7], [0.8, 1.4, -0.6], [1.0, 0.2, 0.3], [0.3, 0.0, -0.3], [-1.0, -0.3, 0.6], [0.7, -2.1, 0.5], [0.4, -1.4, 0.0], [0.5, -0.1, -0.8], [-0.5, -0.3, 0.2], [0.8, -0.3, -0.4], [1.2, 0.3, 0.9], [-1.4, 0.2, 0.1], [-1.3, -0.2, -0.5], [0.0, -0.5, -1.2], [-0.3, 2.9, -0.4], [-0.1, -0.6, -1.2], [0.8, -0.6, -2.4], [-0.4, -0.1, -0.2], [0.7, 0.3, -0.1], [-0.1, 0.0, 0.0], [0.4, 0.3, -0.1], [-0.4, 0.0, -0.1], [0.0, 0.2, -0.1], [0.0, -0.3, 0.2], [-0.6, 0.1, 0.1], [1.0, 0.4, -0.7], [0.0, 0.0, 0.0], [0.1, -0.3, -0.3], [0.0, 0.2, 0.1], [-0.2, 0.0, -0.4], [-0.2, -0.4, 0.5], [0.5, 0.3, -0.1], [-0.4, -0.2, 0.2], [-0.4, -0.2, 0.6], [0.2, -0.6, 0.0], [0.0, 0.1, 0.2], [0.4, 0.2, 0.1], [0.2, 0.5, 0.5], [-0.2, 0.1, 0.1], [0.2, 0.3, 0.0], [0.4, 0.4, -0.4], [0.1, 0.0, 0.3], [0.6, 0.2, 0.2], [0.1, 0.0, 0.0], [-0.5, -0.7, 0.5], [-0.1, -0.2, -0.4], [-0.5, 0.1, 0.3], [-0.1, -0.2, 0.0], [-0.4, 0.1, -0.1], [-0.3, -0.1, 0.0], [0.1, 0.0, -0.1], [0.2, 0.0, 0.2], [0.1, -0.6, 0.5], [0.7, 0.2, 0.3], [-0.2, -0.5, 0.1], [-0.1, 0.1, 0.0], [0.4, 0.7, -0.3], [-0.1, 0.0, 0.7], [0.1, -0.1, 0.0], [0.1, -0.1, -0.1], [-0.1, 0.5, 0.2], [0.1, 0.4, 0.1], [-0.3, -0.2, -0.1], [0.0, 0.4, 0.6], [-0.8, -0.3, -0.6], [-0.4, -0.4, -0.5], [0.1, -0.8, 0.4], [0.1, 0.1, 0.0], [0.0, 0.0, 0.0], [-0.2, 0.1, 0.6], [0.1, -0.3, -0.6], [-1.0, 0.1, -0.2], [0.0, -0.1, -0.1], [-0.3, 0.1, -0.5], [0.0, -0.1, -0.1], [-0.3, 0.4, -0.9], [-0.4, 0.2, 0.0], [-0.3, 0.5, 0.0], [0.0, -1.1, -0.3], [-0.5, 0.5, -0.2], [-0.3, 0.1, -0.1], [0.0, 0.3, 0.1], [0.3, -0.1, 0.3], [0.0, 0.0, 0.1], [-0.1, 0.1, 0.2], [0.5, 0.2, 0.2], [-0.5, -0.2, 0.0], [-0.1, -0.3, -0.1]], "charge": -1, "lumo_ha": 0.08522, "homo_ev": -6.44, "relative_energy_ev": 2.502, "homo_lumo_gap_ev": 8.759}

[3]
{"formula": "C5H6N4O", "method": "ωB97M-V/def2-TZVPD", "elements": ["O", "N", "N", "N", "N", "C", "C", "C", "C", "C", "H", "H", "H", "H", "H", "H"], "coordinates": [[-0.326866, -2.065258, 1.678345], [-2.119716, 1.423197, 0.588744], [1.530472, -1.790075, 0.369784], [0.090380, 0.406059, -0.820527], [2.392631, -1.068820, -0.352835], [-0.553114, 1.512672, -1.210382], [0.281129, -1.305224, 0.927817], [-1.609666, 2.021111, -0.552786], [-0.383320, -0.153262, 0.308885], [-1.431279, 0.254016, 1.060549], [-0.187923, 2.057331, -2.212529], [2.657667, -0.096278, 0.019131], [1.764914, -2.781233, 0.746030], [1.948951, -0.803329, -1.207661], [-1.769675, -0.341211, 1.855452], [-2.284586, 2.730304, -1.198018]], "atomic_forces_ev_per_a": [[0.6, 1.1, -0.1], [1.6, -1.5, -0.5], [-3.5, -1.5, 3.6], [-0.7, 0.9, 0.5], [2.4, 2.7, -0.9], [2.9, -0.3, -3.1], [2.1, -4.5, -1.6], [-4.1, -0.3, 1.3], [1.6, 0.1, -0.1], [-2.2, 5.3, -3.2], [-0.8, -1.5, 2.3], [-0.5, -2.2, 0.2], [-0.1, 2.6, -0.9], [-0.2, -0.2, -0.8], [-0.6, -0.1, 1.1], [1.3, -0.8, 2.1]], "lumo_ha": -0.02391, "homo_ev": -9.41, "relative_energy_ev": 3.164, "homo_lumo_gap_ev": 8.757}